ORCA calculation (ωB97M-V/def2-TZVPD) on a molecular structure, C39H50BClN4O7V.

```
103
Properties=species:S:1:pos:R:3
H -1.96 -0.56 -1.38
C -2.64 -1.00 4.08
C 1.22 1.19 -2.19
C -3.73 -2.65 -4.72
H -1.06 -4.48 0.08
H -5.36 0.62 -0.88
H -3.02 3.27 -0.60
H 2.34 5.01 1.56
O -1.10 1.31 -2.74
O -3.56 -3.53 -1.63
H 4.20 1.06 3.90
C -3.98 0.29 0.76
H 2.45 0.77 3.90
H -0.68 -0.88 -4.04
C -0.28 -1.81 -4.43
C 3.82 -3.00 0.26
H -2.23 2.03 4.86
H -0.05 -3.87 -3.83
H 3.71 -3.32 1.29
C -1.00 -3.40 0.16
H -0.74 -2.03 -5.39
H -2.09 -4.02 -5.04
V -0.89 1.43 0.56
N -1.89 -3.21 -3.14
H -1.61 -1.37 4.10
H -1.82 3.83 0.85
Cl 5.08 1.05 -2.46
H 4.21 3.71 3.78
H 0.04 -2.72 -2.51
H -3.29 -4.58 -3.87
C -1.52 -1.22 -0.64
C -4.92 -0.19 -0.32
C -2.89 -0.12 2.88
C -2.43 -3.17 -1.91
H -4.23 -2.35 0.71
H -2.80 -0.45 5.00
C -2.36 1.19 2.89
C 3.39 0.93 -2.30
O -0.34 2.39 -0.92
H -0.85 2.44 3.84
C -4.11 -2.01 1.74
H 2.55 3.73 0.37
C 4.73 -3.37 -1.94
H -3.39 -2.68 2.21
H -3.29 -1.87 4.09
C 3.41 -1.43 -1.49
H 5.30 -3.97 -2.63
H 3.52 -0.26 2.94
H 3.95 4.37 1.26
H 4.25 -1.87 -3.41
N 2.80 -0.21 -1.91
C 2.41 1.89 -2.49
O 1.21 2.87 2.49
O 2.08 1.12 1.29
H 0.79 -1.68 -4.59
H 5.27 2.13 1.76
C -0.33 -2.80 1.22
C -0.20 1.67 -2.03
C -2.19 3.50 1.82
H -1.00 0.83 4.51
H 4.36 3.26 -2.99
H -3.21 -1.77 -5.10
C -1.56 1.65 4.08
C -3.66 -0.58 1.81
H 5.02 -4.70 -0.28
C 2.90 4.11 1.33
O 1.42 3.96 -2.90
H -4.72 3.07 -0.19
H -3.02 4.17 2.06
C -2.67 2.06 1.82
C 4.44 1.66 1.22
N 1.46 -0.06 -1.84
C -1.59 -2.59 -0.80
H 2.68 -1.17 0.49
H -4.34 -3.06 -5.52
H 0.21 -0.91 2.10
H 0.16 -3.40 1.97
C -3.79 2.53 -0.41
H 2.70 4.61 3.95
H 4.28 2.19 0.29
C -0.48 -2.95 -3.44
C 2.44 3.32 -2.85
C 3.25 -1.82 -0.17
H 4.72 0.63 1.00
H 2.82 2.97 4.60
C 2.66 3.09 2.44
H -5.07 -2.15 2.25
C -3.45 1.60 0.73
N -0.91 -0.65 0.39
C -0.31 -1.42 1.30
H -3.93 1.99 -1.35
H -1.40 3.68 2.55
H -4.41 -0.86 -1.03
C 4.57 -3.78 -0.62
C 3.19 1.67 2.08
C 4.15 -2.19 -2.38
C 3.13 3.62 3.78
B 0.96 1.82 1.65
H -4.40 -2.34 -3.91
C -2.75 -3.70 -4.23
O 3.63 3.90 -3.06
C 3.35 0.76 3.29
H -5.73 -0.76 0.13
```

ΔE to the lowest compared entry with this formula, charge and spin: 0.0000 eV
E_tot: -100433.302 eV
HOMO energy (alpha / beta): -0.4292 / -0.4311 Ha
Orbital gap (alpha / beta): 8.451 / 8.695 eV
Spin multiplicity: 3
Charge: +1

=====

ORCA calculation (ωB97M-V/def2-TZVPD) on a molecular structure, C39H50CdIN3O4.

```
98
Properties=species:S:1:pos:R:3
H 3.37 0.37 0.41
C 4.71 2.69 0.56
I -8.62 5.55 -0.77
C 2.26 3.58 0.65
Cd -1.77 -0.14 0.49
C -0.90 4.63 2.14
H 6.37 2.38 -0.80
C 0.49 -6.33 0.23
C 1.13 -1.38 -0.02
H 4.92 2.20 2.67
C 5.34 1.90 1.71
H 4.73 4.78 -0.09
H -1.62 5.42 -0.38
H -2.13 -5.75 -0.11
H 5.91 -4.39 -1.12
C -6.08 2.32 0.59
C -3.75 1.58 0.15
H -7.47 -3.04 -1.13
C 3.20 2.47 0.56
C 3.79 -4.10 -2.84
O -0.79 1.87 1.20
C 0.70 -3.81 0.14
C -0.93 4.58 -0.37
H 1.27 6.13 -0.09
H -1.99 -3.99 -0.27
H -7.66 -1.36 -0.57
C -0.20 -4.99 0.50
H -5.95 -3.71 0.90
H -1.01 -4.00 2.26
O -3.63 1.03 1.27
H -1.29 -5.74 2.21
H 6.42 2.07 1.73
C -4.00 -2.65 0.73
C 1.94 -3.98 -0.42
H -0.33 4.61 -1.29
C 4.97 -4.14 -0.64
H -1.51 3.66 -0.38
C 4.89 -2.05 -1.97
H -3.32 -3.09 1.44
N 0.65 -0.15 0.29
H 0.74 -6.47 -0.82
H -1.19 -5.06 -1.43
H 5.17 0.83 1.59
H 1.40 -6.45 0.82
H 2.94 -0.83 -1.06
C 0.23 -2.45 0.34
H -4.69 -0.56 -1.58
H 5.12 1.14 -0.92
C -7.16 3.17 0.39
C -0.57 -4.95 1.98
C 2.79 -2.93 -0.86
C -4.88 2.53 -0.07
C -7.02 -2.05 -1.13
H -0.28 4.64 3.04
H -3.82 3.76 -1.46
C 2.37 -1.66 -0.66
H 5.15 -1.45 -1.09
C -5.29 -2.97 0.47
H 2.68 4.57 0.63
H -5.71 5.33 -1.79
H 4.68 4.58 1.66
N -3.60 -1.63 -0.09
H 0.31 -5.11 2.60
H -1.55 3.76 2.18
N -5.70 -2.12 -0.53
C -4.75 3.61 -0.93
H -8.10 3.00 0.90
O -0.91 -2.21 0.85
C -4.65 -1.34 -0.83
C 2.70 1.22 0.46
C -7.01 4.25 -0.47
H -6.93 -1.71 -2.16
C -5.81 4.48 -1.13
H 4.71 -4.37 -3.35
C 0.38 2.10 0.86
H 5.18 -3.60 0.29
C 4.09 -3.29 -1.57
H 3.25 -5.02 -2.62
H 0.03 6.79 0.97
H 1.46 6.04 1.67
C -0.02 4.65 0.87
C -1.46 -4.93 -0.38
H 4.85 2.74 -1.62
H -0.20 -7.13 0.52
C 1.28 0.98 0.48
H -1.52 5.53 2.15
H 4.48 -5.08 -0.37
C 0.74 5.97 0.85
O -2.97 1.35 -0.82
H 3.17 -3.51 -3.53
C 5.29 2.21 -0.78
H 2.29 -5.00 -0.57
C 5.08 4.17 0.74
H 5.82 -2.35 -2.46
H 4.34 -1.42 -2.67
H -6.16 1.49 1.29
H 6.17 4.26 0.78
C 0.93 3.46 0.82
```

ΔE to the lowest compared entry with this formula, charge and spin: 0.0000 eV
E_tot: -66582.238 eV
HOMO energy (alpha / beta): -0.2620 / -0.2619 Ha
Orbital gap (alpha / beta): 5.675 / 5.671 eV

=====

ORCA calculation (ωB97M-V/def2-TZVPD) on a molecular structure, C39H50ClCoN2OPSSe2.

```
98
Properties=species:S:1:pos:R:3
H -3.66 2.11 -0.70
H -2.66 -3.00 -1.32
C -3.03 2.12 3.36
H 3.10 0.02 -2.33
C 3.22 -4.94 1.01
C -4.20 -1.91 -4.11
C 2.44 -3.79 3.15
H -0.77 -0.72 -1.90
Se -1.25 -1.59 3.37
H 5.87 -1.42 -2.12
H 6.95 -1.25 0.14
H 1.28 -0.29 -1.00
C -1.63 -0.38 4.85
H -4.37 5.92 1.10
H -2.09 2.89 -4.99
C 4.36 -0.74 -0.75
C -3.06 -2.25 3.10
H -3.28 2.45 4.36
H 4.31 4.12 -0.18
H -0.39 4.38 0.90
C 3.55 -3.94 2.12
H -1.42 -0.92 5.77
H -1.78 3.39 -2.61
H 0.44 3.92 -1.97
C -1.20 1.37 -2.10
H -3.73 -1.44 2.81
H 3.14 -3.19 -0.96
C 3.02 2.60 0.60
H -1.69 0.61 -5.85
C -3.28 2.99 -0.19
H 4.17 0.12 -0.10
C -1.55 0.82 -4.80
H 3.00 -5.92 1.44
H -2.96 -1.38 0.53
H -5.10 0.50 -1.93
C -3.84 -1.19 -1.44
C -1.45 4.26 0.70
C -3.26 -2.38 -1.96
H 3.73 2.25 1.34
C -4.16 3.99 0.17
H -3.39 -2.71 4.03
H 2.68 4.93 -1.84
Co -0.46 0.01 1.46
P -0.83 1.70 -0.34
C 2.01 -4.54 0.17
O 1.69 0.53 2.43
H 2.19 -4.75 3.60
C 1.16 3.54 -1.26
H 1.53 -3.38 2.71
H -2.69 -0.15 4.82
N 1.89 -1.08 -1.08
H -1.95 6.15 1.56
C -3.69 5.13 0.81
C -1.01 0.08 -2.58
C -4.63 -0.40 -2.31
H 5.62 0.31 -2.13
C 1.46 -2.20 -0.49
C -1.60 2.38 -2.97
H -5.38 -0.13 -4.29
C 0.83 2.48 -0.43
Cl -4.37 -2.32 -5.78
C 5.69 -0.56 -1.47
C 3.19 -0.89 -1.72
C 6.85 -0.38 -0.51
C -3.45 -2.73 -3.28
H 7.79 -0.24 -1.04
C 1.78 2.00 0.49
H -0.97 1.50 5.65
C -1.77 2.11 -4.32
C -2.33 5.26 1.07
C -0.78 0.87 4.78
C -3.62 -0.81 -0.11
H 3.77 -2.97 1.69
H -3.34 2.87 2.64
H 1.12 -4.41 0.80
H 2.74 -3.12 3.95
H -3.03 -3.00 2.31
H 0.28 0.64 4.75
C 3.34 3.65 -0.25
H -3.51 1.18 3.13
H 4.08 -5.08 0.35
C -4.80 -0.75 -3.63
Se -1.10 1.96 3.20
H 3.37 -1.70 -2.43
H 4.47 -4.27 2.61
C -1.17 -0.19 -3.93
C 1.33 0.84 1.30
H -1.02 -1.19 -4.30
H -5.22 3.89 -0.04
H 1.77 -5.31 -0.57
C 2.42 4.11 -1.18
S -0.07 -2.23 0.26
H -3.01 -3.64 -3.68
N 2.25 -3.27 -0.50
H -4.11 0.06 0.31
C -1.92 3.11 0.06
H 4.42 -1.61 -0.09
H 6.69 0.49 0.14
```

ΔE to the lowest compared entry with this formula, charge and spin: 0.0000 eV
E_tot: -247243.157 eV
HOMO energy (alpha / beta): -0.3379 / -0.3914 Ha
Orbital gap (alpha / beta): 6.934 / 7.645 eV
Spin multiplicity: 5
Charge: +1

=====

ORCA calculation (ωB97M-V/def2-TZVPD) on a molecular structure, C39H50N3NdP2 at a distorted geometry.

```
95
Properties=species:S:1:pos:R:3
H 4.15 -0.96 2.96
H -1.08 8.96 -0.23
H 2.03 -4.93 0.14
H 2.10 3.49 1.07
H -2.09 -3.25 1.64
C -1.86 5.29 -1.15
C 2.93 3.45 -1.88
H -0.63 3.46 -4.08
H 6.00 -0.49 -0.85
H -2.10 -0.60 -4.01
H 4.06 5.23 -1.56
C 3.46 4.55 -0.96
H 2.47 -3.24 -0.21
H -2.36 3.19 -4.28
H -3.76 2.30 -2.52
C 4.06 2.48 -2.25
C 0.61 -2.25 4.04
C -0.55 -3.59 0.20
C -3.38 1.54 -1.83
H 2.66 5.13 -0.52
H 0.34 -6.12 -1.25
C 2.68 -0.86 -0.15
C -1.12 3.15 -1.47
C -0.11 -3.42 -1.12
H 0.67 -2.88 4.92
H 0.67 7.24 0.11
H -3.64 1.84 -0.81
C -2.55 7.57 -0.97
H 4.10 4.14 -0.18
H 0.39 -0.09 -3.55
C 3.87 -0.67 -0.86
C -0.93 -2.67 -1.98
C -1.23 1.39 -3.83
N 0.41 4.72 -0.58
C 2.03 2.45 0.75
H -1.24 2.69 -5.54
H -3.23 0.73 -4.37
C -2.13 -2.12 -1.53
C 5.22 -0.71 1.13
H 0.40 0.77 -5.10
C 0.21 0.89 -4.04
P 1.61 2.37 -1.04
H 6.17 -0.62 1.62
C -1.74 -3.04 0.64
C 4.07 -0.91 1.88
H 4.41 1.94 -1.37
H -4.26 -2.29 1.08
C -2.85 6.28 -1.28
C -1.38 2.77 -4.46
H -4.60 -1.77 -0.56
C 0.71 -5.55 -2.10
H -2.82 -1.66 -2.24
C 0.17 3.51 -1.01
H 3.73 1.76 -3.00
H 1.54 4.76 -2.89
H 0.01 -4.23 0.87
C -0.59 -1.64 3.68
H -0.07 -5.53 -2.86
H -0.70 -2.65 -3.05
H -1.54 -0.42 2.19
H 1.46 -3.58 -2.55
H 3.84 -0.58 -1.95
C 2.82 -1.00 1.26
H 3.16 -4.56 -1.16
C 1.72 -2.06 3.24
H -1.47 -1.75 4.28
H -3.76 -0.69 0.55
H 3.11 4.65 -3.65
C -2.55 -2.29 -0.21
P -1.56 1.43 -1.95
C 2.26 -4.22 -0.65
C 1.11 -4.14 -1.66
H 1.58 -6.06 -2.51
H -3.83 5.99 -1.65
H 4.90 3.03 -2.66
H 2.97 1.93 0.92
Nd 0.40 -0.42 -0.80
H 1.24 1.94 1.32
C -2.20 0.39 -4.46
N -2.10 4.01 -1.51
C -1.28 7.93 -0.47
H 1.98 3.34 -3.84
H -1.99 0.30 -5.52
C -0.62 -0.91 2.51
C -0.56 5.65 -0.65
H -3.85 0.58 -2.05
C -3.87 -1.73 0.24
C -0.30 6.98 -0.28
N 0.44 -0.73 1.71
C 1.63 -1.27 2.09
H -3.29 8.35 -1.10
H 2.65 -2.54 3.48
C 2.34 4.08 -3.14
C 5.12 -0.62 -0.25
H 0.93 1.61 -3.65
```

ΔE to the lowest compared entry with this formula, charge and spin: 0.4641 eV
E_tot: -79567.782 eV
HOMO energy (alpha / beta): -0.5015 / -0.5022 Ha
Orbital gap (alpha / beta): 7.624 / 7.805 eV
Spin multiplicity: 4
Charge: +2

=====

ORCA calculation (ωB97M-V/def2-TZVPD) on a molecular structure, C39H50N4P2S3Zn.

```
99
Properties=species:S:1:pos:R:3
H 3.01 -2.89 3.06
C -4.26 1.53 2.35
C 3.07 -4.39 0.48
C 2.06 -2.45 3.32
P 1.86 -1.78 0.60
C -4.11 -2.74 -4.42
H 0.60 -4.46 1.55
H 4.02 -4.01 0.10
H 2.11 -1.46 -2.23
S -2.35 1.55 -1.63
H -0.15 5.28 -1.04
P -0.37 2.16 1.01
H -1.20 -0.72 4.33
C -1.20 0.81 -2.61
H -1.50 -3.40 -3.99
H 0.25 3.60 -1.42
H 4.09 -2.06 1.44
S -1.43 0.76 -4.35
C 0.48 -1.86 4.98
H -5.69 -1.95 -5.40
H 4.77 0.36 1.58
C 1.87 -3.56 0.04
H 1.18 4.48 -0.19
N -0.10 0.16 -2.22
H 2.55 -2.62 6.62
H 2.79 2.90 2.88
H -5.04 -0.32 3.09
C -3.13 2.17 1.86
H -3.37 -1.08 -0.12
C 2.02 3.07 2.13
C -0.81 3.87 0.46
H -6.24 1.78 3.18
C 1.67 -1.28 -3.20
H -6.08 2.38 1.53
H -5.39 3.30 2.86
C 0.18 4.33 -0.61
H 0.02 -0.64 -6.65
C -3.81 -1.89 -2.07
H 1.89 -3.51 -1.05
C 3.64 -1.30 0.79
H 0.80 2.40 4.64
H 4.10 -0.44 -1.15
C -0.30 -1.23 4.03
H -3.20 3.21 1.58
H 1.04 1.23 2.61
H -0.31 -3.60 0.32
H -1.61 4.58 2.38
S -3.80 -3.93 -5.51
H 2.09 -4.18 5.94
H 3.14 -4.47 1.57
H 3.27 0.04 2.47
H 4.28 -2.20 -1.11
C 4.41 -1.28 -0.53
H 2.02 -2.09 -6.48
C 0.75 2.28 2.49
C 1.68 -2.49 4.65
C 0.56 -4.23 0.48
C -1.85 0.12 2.02
C 2.19 -1.86 -4.34
C -2.99 -0.52 2.53
H -2.93 -1.57 2.77
C -3.29 -2.51 -3.19
C 2.51 -3.20 5.69
H -0.14 -2.80 -2.01
C 0.49 -0.82 -5.69
H 5.48 -1.17 -0.32
H 3.07 -2.49 -4.27
C -5.56 2.29 2.49
H 0.15 -1.84 6.01
H -0.02 5.23 1.96
C 3.72 0.06 1.48
C 0.16 2.74 3.82
C 0.07 -1.21 2.66
N -5.13 -1.88 -4.56
C -0.99 4.92 1.56
H 1.81 4.14 2.10
H 3.53 -3.35 5.35
C -1.92 1.49 1.71
H 2.42 2.77 1.16
H -1.77 3.71 -0.04
N -1.69 -1.90 -0.97
C 1.61 -1.63 -5.59
C -0.03 -0.24 -4.54
N -0.65 -0.53 1.72
H -5.19 -1.04 -4.01
H 0.42 -5.17 -0.07
H -1.46 5.81 1.13
C 0.55 -0.46 -3.29
H 2.95 -5.41 0.10
H 3.21 0.82 0.89
H 0.10 3.83 3.87
Zn -0.10 -0.21 -0.17
C -2.99 -1.60 -0.99
H -4.86 -1.61 -2.00
C -1.20 -2.56 -2.04
C -1.95 -2.89 -3.15
C 1.29 -1.83 2.32
H -0.84 2.34 3.99
C -4.17 0.19 2.70
```

ΔE to the lowest compared entry with this formula, charge and spin: 0.0868 eV
E_tot: -146720.308 eV
HOMO energy: -0.2497 Ha
Orbital gap: 6.449 eV